# 1
{
  "formula": "C49H53BCuF4N2P2SSbTe",
  "method": "wB97M-V/def2-TZVPD",
  "lumo_energy_ev": [1.976, 0.462],
  "spin_multiplicity": 2,
  "de_lowest_kcal_mol": 0.0,
  "total_charge": -1,
  "orbital_gap_ha": [0.22953, 0.17286],
  "elements": ["Cu", "C", "C", "C", "C", "C", "C", "C", "C", "C", "S", "C", "N", "H", "H", "H", "H", "H", "H", "H", "H", "Te", "C", "C", "C", "N", "C", "C", "C", "P", "C", "C", "C", "C", "C", "C", "C", "C", "C", "C", "C", "C", "P", "C", "C", "C", "C", "C", "C", "C", "C", "C", "C", "C", "C", "H", "H", "H", "H", "H", "H", "H", "H", "H", "H", "H", "H", "H", "H", "H", "H", "H", "H", "H", "H", "H", "H", "H", "H", "F", "B", "F", "F", "F", "C", "C", "C", "Sb", "C", "C", "C", "C", "C", "C", "H", "H", "H", "H", "H", "H", "H", "H", "H", "H", "H", "H", "H", "H", "H", "H", "H", "H", "H", "H", "H"],
  "xyz": [[0.47189, 0.10860, 0.12617], [-0.42837, -1.24298, -2.71293], [-1.33093, -1.62181, -1.58032], [-2.55237, -2.29527, -1.83613], [-3.38095, -2.58845, -0.79892], [-2.99236, -2.28692, 0.53007], [-3.79620, -2.60754, 1.64519], [-3.31476, -2.34757, 2.90223], [-2.04081, -1.79571, 3.09311], [-1.20306, -1.46148, 2.03586], [0.40970, -0.87937, 2.28866], [-1.72890, -1.68175, 0.71493], [-0.96084, -1.32414, -0.35880], [-0.17871, -2.12697, -3.30556], [0.49934, -0.81090, -2.33858], [-0.92590, -0.52652, -3.37267], [-2.81893, -2.52896, -2.85906], [-4.33876, -3.06947, -0.96586], [-4.76583, -3.06433, 1.48838], [-3.91385, -2.59050, 3.77259], [-1.67403, -1.64020, 4.10035], [-1.17326, 4.95703, 1.24347], [-1.19024, 5.79423, -0.71425], [-2.17147, 5.46426, -1.64049], [-2.08860, 5.98182, -2.92378], [-1.11809, 6.79781, -3.33103], [-0.18289, 7.10990, -2.43833], [-0.17073, 6.63803, -1.13221], [-0.74994, 3.06861, 0.48785], [0.87538, 2.33792, 0.47595], [1.45730, 2.37135, 2.20778], [2.80524, 2.09100, 2.44303], [3.27998, 2.01079, 3.74199], [2.41946, 2.20516, 4.81560], [1.07852, 2.46363, 4.58461], [0.59710, 2.53604, 3.28455], [1.92050, 3.58953, -0.33183], [2.50395, 4.64711, 0.35984], [3.21798, 5.62021, -0.32649], [3.34304, 5.55042, -1.70643], [2.77072, 4.49339, -2.40084], [2.07390, 3.51230, -1.71408], [-1.88149, 1.79851, 0.21290], [-3.47902, 2.11400, 1.00722], [-3.64399, 1.56351, 2.27770], [-4.81575, 1.78546, 2.98885], [-5.82899, 2.54956, 2.43129], [-5.67925, 3.08422, 1.15702], [-4.51189, 2.86352, 0.44581], [-2.29397, 1.70312, -1.55677], [-3.36964, 0.91802, -1.97129], [-3.67773, 0.81217, -3.31872], [-2.91305, 1.48359, -4.26497], [-1.83988, 2.26332, -3.85764], [-1.53003, 2.37328, -2.50935], [-2.98557, 4.80210, -1.37763], [-2.84139, 5.72431, -3.66210], [0.61237, 7.76308, -2.78282], [0.64421, 6.90052, -0.47138], [3.47184, 1.90698, 1.60787], [4.32357, 1.77876, 3.91362], [2.79182, 2.13572, 5.83034], [0.39598, 2.58859, 5.41626], [-0.46343, 2.68527, 3.11754], [2.40439, 4.70645, 1.43586], [3.67752, 6.43452, 0.22096], [3.90124, 6.31030, -2.23991], [2.88956, 4.41890, -3.47437], [1.68229, 2.65073, -2.24345], [-2.85664, 0.94623, 2.69906], [-4.93680, 1.35072, 3.97294], [-6.74385, 2.72330, 2.98421], [-6.47515, 3.67417, 0.71985], [-4.40220, 3.26178, -0.55475], [-3.96181, 0.38079, -1.23920], [-4.51491, 0.19918, -3.63009], [-3.15604, 1.40175, -5.31709], [-1.24400, 2.79607, -4.58835], [-0.71179, 3.00509, -2.18786], [4.28340, -0.75004, 0.31839], [3.72722, -0.09537, -0.78095], [2.36704, -0.54492, -0.94340], [3.69328, 1.29327, -0.54781], [4.42700, -0.38474, -1.94741], [2.07445, -6.38073, -1.73331], [1.81960, -4.88046, -1.78341], [2.85035, -4.16915, -2.66105], [1.63780, -3.69267, 0.05691], [0.48903, -5.08133, 1.30758], [1.15795, -6.34706, 1.82666], [-0.81064, -5.40141, 0.57209], [3.64289, -3.89044, 0.88014], [4.38671, -5.20820, 0.71193], [3.58580, -3.44839, 2.34185], [2.08556, -6.79998, -2.74787], [1.30564, -6.91123, -1.16953], [3.03686, -6.61513, -1.27665], [0.83176, -4.72592, -2.23676], [3.86256, -4.32135, -2.27617], [2.68743, -3.08891, -2.70037], [2.83378, -4.55364, -3.68761], [0.23703, -4.44603, 2.16417], [1.50817, -6.98716, 1.01428], [0.45147, -6.93602, 2.42567], [2.01711, -6.12313, 2.45985], [-0.62718, -6.02255, -0.31027], [-1.32238, -4.49554, 0.23723], [-1.50450, -5.94943, 1.22012], [4.17919, -3.10947, 0.33545], [3.84070, -6.05457, 1.13359], [5.35505, -5.15579, 1.22466], [4.58746, -5.43282, -0.33636], [3.00562, -4.14421, 2.95620], [3.13193, -2.46106, 2.44148], [4.59506, -3.40030, 2.76547]]
}

# 2
{
  "formula": "C30H44BBrCl48O9P2SSb",
  "method": "wB97M-V/def2-TZVPD",
  "lumo_energy_ev": 1.260,
  "spin_multiplicity": 1,
  "total_charge": -1,
  "orbital_gap_ha": 0.18821,
  "elements": ["C", "C", "O", "C", "C", "O", "C", "Sb", "C", "C", "C", "C", "S", "O", "O", "O", "C", "C", "C", "C", "C", "O", "B", "O", "O", "P", "O", "Br", "P", "C", "C", "C", "C", "H", "H", "H", "H", "H", "H", "H", "H", "H", "H", "H", "H", "H", "H", "H", "H", "H", "H", "H", "H", "H", "H", "H", "H", "H", "H", "H", "H", "H", "H", "H", "H", "H", "H", "H", "H", "H", "H", "H", "H", "H", "H", "H", "H", "C", "Cl", "Cl", "Cl", "Cl", "C", "Cl", "Cl", "Cl", "Cl", "C", "Cl", "Cl", "Cl", "Cl", "C", "Cl", "Cl", "Cl", "Cl", "C", "Cl", "Cl", "Cl", "Cl", "C", "Cl", "Cl", "Cl", "Cl", "C", "Cl", "Cl", "Cl", "Cl", "C", "Cl", "Cl", "Cl", "Cl", "C", "Cl", "Cl", "Cl", "Cl", "C", "Cl", "Cl", "Cl", "Cl", "C", "Cl", "Cl", "Cl", "Cl", "C", "Cl", "Cl", "Cl", "Cl"],
  "xyz": [[-0.63583, 1.54696, -5.21294], [-0.76037, 0.23020, -4.48892], [-2.13053, -0.10388, -4.29776], [-2.54339, -1.28643, -4.92225], [-2.54584, -2.50377, -3.98481], [-1.67236, -2.27353, -2.92201], [-1.78423, -3.24010, -1.87656], [-0.44530, -2.54112, -0.22227], [0.42401, -1.07646, -1.62997], [1.64324, -0.29009, -1.16126], [1.27418, 0.95969, -0.34290], [2.12574, 2.13681, -0.79521], [1.54144, 3.66695, -0.10947], [0.72597, 3.43533, 1.02380], [0.99074, 4.45368, -1.14969], [2.85127, 4.43536, 0.32980], [0.75412, -1.82193, 1.49136], [0.41648, -2.50482, 2.81076], [1.07668, -1.79596, 4.01292], [0.38559, -0.43963, 4.25742], [2.58013, -1.65203, 3.89431], [-1.23409, -4.02780, 1.04235], [-1.91980, -5.03069, 0.53448], [-3.32713, -5.11652, 0.76107], [-1.33981, -6.08299, -0.17817], [1.33220, -4.27247, -1.01657], [2.74159, -3.42278, -1.35291], [1.94467, -5.51597, 0.77465], [-2.21911, -0.89493, 0.54814], [-3.26339, -0.25620, -0.84639], [-4.15286, 0.93197, -0.47499], [-3.25971, -1.60803, 1.90001], [-4.77057, -1.41528, 1.73056], [0.31466, 2.03195, -5.02091], [-1.40483, 2.20565, -4.84094], [-0.80519, 1.43155, -6.27755], [-0.29042, 0.28551, -3.51453], [-0.23990, -0.54637, -5.04493], [-3.56324, -1.13459, -5.26594], [-1.95346, -1.51199, -5.80932], [-3.56283, -2.70545, -3.63508], [-2.21337, -3.38722, -4.53763], [-2.82667, -3.26108, -1.55404], [-1.49018, -4.19789, -2.31220], [0.70252, -1.59690, -2.53581], [-0.34856, -0.35349, -1.83748], [2.12792, 0.06626, -2.07065], [2.39343, -0.88171, -0.65203], [1.49876, 0.80470, 0.70250], [0.23145, 1.20638, -0.48809], [2.12528, 2.25881, -1.86776], [3.14657, 1.97243, -0.46812], [3.10168, 4.14185, 1.22281], [0.47684, -0.78370, 1.61454], [1.81186, -1.97317, 1.30789], [-0.64695, -2.36594, 2.97030], [0.67181, -3.55614, 2.78746], [0.87826, -2.41727, 4.88292], [-0.37213, -0.25188, 3.50359], [-0.12499, -0.42564, 5.21407], [1.07734, 0.39148, 4.18316], [2.95464, -0.96005, 4.64332], [2.90143, -1.27379, 2.93025], [3.06394, -2.60671, 4.06957], [-3.82588, -4.81824, -0.00611], [-1.95184, -6.34539, -0.87581], [3.38665, -3.63386, -0.66327], [-3.84303, -1.06041, -1.29701], [-2.56777, 0.06976, -1.60872], [-4.29573, 1.55845, -1.34872], [-3.71691, 1.48283, 0.35060], [-5.12701, 0.57322, -0.17091], [-2.99417, -1.10187, 2.82252], [-3.09249, -2.66941, 2.04354], [-5.09772, -1.80296, 0.77115], [-5.04681, -0.37713, 1.85099], [-5.26734, -2.02593, 2.47610], [-5.34870, 4.87074, -2.70075], [-4.76381, 5.58261, -4.20922], [-4.00576, 4.69530, -1.57216], [-6.57322, 5.93307, -1.99281], [-6.06344, 3.29269, -3.02626], [-2.72117, -2.71421, -9.07869], [-2.34563, -1.01962, -8.76080], [-3.73693, -3.34809, -7.78329], [-3.58061, -2.84561, -10.61728], [-1.22436, -3.64423, -9.15887], [5.18666, 4.54594, 3.17077], [3.62559, 3.78667, 3.52369], [6.02201, 4.90634, 4.68249], [6.16361, 3.44332, 2.19957], [4.90964, 6.03220, 2.26792], [-4.78857, -3.13560, 5.86944], [-5.85084, -1.85715, 5.28026], [-4.25453, -4.10028, 4.50490], [-3.38020, -2.39773, 6.64746], [-5.64608, -4.14319, 7.04421], [1.92634, -9.40291, -0.95819], [2.75195, -8.94175, -2.45112], [3.08388, -9.34989, 0.37936], [0.60506, -8.30242, -0.64442], [1.31602, -11.06245, -1.12656], [6.04520, 8.71475, -0.78110], [7.58030, 8.46814, 0.05758], [5.84270, 7.48071, -2.02237], [4.72288, 8.60583, 0.37620], [6.03231, 10.31600, -1.52977], [0.61275, 7.76541, -2.43248], [-0.83969, 6.87674, -2.00436], [1.48405, 8.17421, -0.95476], [1.64225, 6.75956, -3.45307], [0.19085, 9.24585, -3.30876], [-0.28691, 6.47670, 2.89400], [-1.13940, 7.84030, 3.63419], [1.36517, 6.97217, 2.49471], [-0.22318, 5.13157, 4.03434], [-1.10644, 5.98095, 1.42901], [-5.23034, 2.45865, 5.10300], [-4.02462, 3.68955, 4.71756], [-6.20122, 2.99733, 6.48111], [-6.28297, 2.21285, 3.70581], [-4.43671, 0.94012, 5.50120], [3.03210, 11.52735, 2.66396], [3.64024, 11.95281, 4.26758], [1.68190, 12.58303, 2.24691], [4.32088, 11.71093, 1.47495], [2.48945, 9.84638, 2.67173], [5.98262, -10.90465, -4.60962], [7.39225, -9.84304, -4.67976], [4.64929, -10.16834, -5.50106], [6.38712, -12.46329, -5.34112], [5.50666, -11.14370, -2.93307], [5.37068, -4.82167, 5.90351], [5.35889, -3.06532, 6.06538], [4.67052, -5.54597, 7.35592], [4.42686, -5.28801, 4.49686], [7.03729, -5.38587, 5.71582]]
}

# 3
{
  "formula": "C49H45F15N4O2P2Ti",
  "method": "wB97M-V/def2-TZVPD",
  "lumo_energy_ev": 0.189,
  "spin_multiplicity": 1,
  "de_lowest_kcal_mol": 18.5,
  "orbital_gap_ha": 0.27613,
  "elements": ["Ti", "C", "C", "C", "C", "C", "N", "C", "C", "C", "C", "C", "C", "C", "C", "O", "C", "F", "F", "F", "C", "F", "F", "F", "C", "C", "C", "O", "C", "F", "F", "F", "C", "F", "F", "F", "H", "H", "H", "H", "H", "H", "H", "H", "H", "H", "H", "H", "C", "N", "P", "C", "C", "C", "C", "C", "C", "C", "C", "C", "C", "C", "C", "P", "C", "C", "C", "C", "C", "C", "C", "C", "C", "C", "C", "C", "H", "H", "H", "H", "H", "H", "H", "H", "H", "H", "H", "H", "H", "H", "H", "H", "H", "H", "H", "H", "H", "H", "H", "N", "C", "C", "C", "N", "H", "H", "H", "H", "H", "H", "H", "H", "H", "H", "F", "C", "F", "F"],
  "xyz": [[-0.72245, 0.36498, -0.77538], [-5.23844, 0.37485, 4.71738], [-4.54079, 0.65999, 3.41749], [-4.58797, 1.90794, 2.80944], [-3.83354, 2.19307, 1.69074], [-2.93063, 1.26782, 1.12854], [-2.03477, 1.59315, 0.10764], [-1.88005, 2.96888, -0.18614], [-1.79554, 3.92706, 0.83392], [-1.73164, 5.27605, 0.56403], [-1.73519, 5.75070, -0.74354], [-1.76614, 7.22504, -1.03113], [-1.71483, 4.81491, -1.76371], [-1.75516, 3.45011, -1.50085], [-1.62068, 2.44552, -2.63627], [-1.04149, 1.26353, -2.24370], [-3.03717, 2.12544, -3.20787], [-3.03158, 0.93268, -3.83642], [-3.93550, 2.04658, -2.21948], [-3.50384, 3.02631, -4.07778], [-0.68210, 2.95596, -3.77422], [-0.29403, 1.91025, -4.53560], [-1.19665, 3.86197, -4.61168], [0.44081, 3.47642, -3.26310], [-3.07041, -0.05191, 1.62662], [-3.83697, -0.32971, 2.75030], [-2.51471, -1.16926, 0.76984], [-1.24605, -0.92564, 0.31451], [-3.54024, -1.27512, -0.43279], [-3.28293, -0.29857, -1.33393], [-4.80532, -1.13568, -0.05116], [-3.48235, -2.42684, -1.13069], [-2.53001, -2.58284, 1.39723], [-3.76079, -3.07510, 1.61310], [-1.86946, -2.64533, 2.55784], [-1.92825, -3.43266, 0.54957], [-5.84203, 1.22630, 5.02711], [-4.50313, 0.17953, 5.50076], [-5.88385, -0.50100, 4.64179], [-5.23703, 2.67479, 3.21457], [-3.95530, 3.15891, 1.22819], [-1.77000, 3.58308, 1.85759], [-1.68601, 5.97833, 1.38757], [-2.77482, 7.61059, -0.86926], [-1.48296, 7.43375, -2.06128], [-1.09537, 7.76958, -0.36677], [-1.65921, 5.16544, -2.78511], [-3.91751, -1.34401, 3.11517], [1.25254, -3.23044, 3.30798], [1.36105, -2.31778, 2.17960], [2.18639, -0.81700, 2.19940], [1.32319, 0.12343, 3.51238], [1.97633, 1.11806, 4.23720], [1.25024, 2.01671, 5.00277], [-0.13304, 1.93451, 5.04935], [-0.79158, 0.94615, 4.33213], [-0.06838, 0.05750, 3.55507], [3.84843, -1.05569, 2.96468], [4.74301, -0.01497, 2.69802], [6.04820, -0.05620, 3.15742], [6.49665, -1.16368, 3.86250], [5.62949, -2.21644, 4.10422], [4.31379, -2.16302, 3.66594], [1.51286, -2.64407, 0.47497], [1.01677, -4.39427, 0.15122], [0.22944, -5.23612, 0.92665], [-0.10668, -6.50474, 0.47062], [0.32449, -6.94273, -0.76959], [1.10928, -6.11169, -1.55841], [1.45093, -4.85435, -1.09624], [3.33559, -3.04053, 0.43702], [3.85764, -4.20417, 0.99984], [5.22667, -4.40862, 1.05198], [6.09751, -3.46611, 0.52397], [5.58962, -2.30792, -0.04229], [4.21987, -2.09257, -0.06880], [1.47738, -2.67045, 4.21622], [1.93505, -4.08125, 3.23085], [0.23358, -3.60256, 3.40539], [3.05468, 1.18842, 4.19647], [1.76813, 2.80050, 5.54032], [-0.69812, 2.64593, 5.63741], [-1.87308, 0.89230, 4.34854], [-0.57524, -0.69003, 2.96098], [4.39593, 0.83560, 2.12062], [6.72055, 0.76772, 2.95554], [7.51607, -1.20707, 4.22236], [5.97584, -3.09307, 4.63703], [3.66430, -2.99478, 3.88413], [-0.12675, -4.91513, 1.89325], [-0.72380, -7.14755, 1.08531], [0.06163, -7.93079, -1.12264], [1.44622, -6.43889, -2.53364], [2.10157, -4.21902, -1.68841], [3.18949, -4.95909, 1.39553], [5.61310, -5.31264, 1.50522], [7.16577, -3.63676, 0.54506], [6.25425, -1.56495, -0.46368], [3.82714, -1.16899, -0.47852], [1.35449, -0.01877, -1.89846], [1.90825, -0.92251, -2.91994], [0.86251, -1.33708, -3.94379], [-0.16113, -2.25802, -3.29966], [-0.97940, -1.51715, -2.32991], [1.32238, 0.91789, -2.29636], [2.00926, -0.01163, -1.12242], [2.27533, -1.81429, -2.40614], [2.75973, -0.45422, -3.42570], [1.35154, -1.84891, -4.77433], [0.35796, -0.44796, -4.32888], [0.35316, -3.05988, -2.76938], [-0.78437, -2.71295, -4.07754], [-1.40954, -2.20154, -1.72052], [-1.70177, -1.03189, -2.85524], [0.37076, 2.15412, 1.36004], [0.73387, 1.60577, 0.17905], [0.75578, 2.67522, -0.70776], [2.08717, 1.40142, 0.32786]]
}